2 unconnected molecules or ions with the total composition C8H16BNO5PS in a non-equilibrium geometry. Source: the OMol25 dataset; level of theory: ωB97M-V with the def2-TZVPD basis set.

HOMO, eV: -4.79
Frontier orbital gap, Ha: 0.28078
Charge: -1
Largest force on an atom, eV/Å: 8.79

Cartesian coordinates (Å):
O (-1.736, 1.956, 3.075)
C (-0.747, 2.128, 2.183)
O (-0.975, 3.012, 1.023)
C (0.730, 1.358, 2.287)
B (0.405, -0.264, 2.152)
C (1.535, -0.884, 1.129)
C (1.105, -0.899, -0.453)
O (-0.306, -1.223, -0.714)
P (0.354, -1.152, 3.872)
O (-0.776, -2.486, 3.686)
O (1.967, -1.678, 4.345)
S (-0.311, -0.040, 5.323)
H (-0.445, 3.861, 1.109)
H (1.403, 1.765, 1.402)
H (1.290, 1.649, 3.280)
H (-0.690, -0.348, 1.715)
H (2.484, -0.165, 1.208)
H (1.922, -1.938, 1.514)
H (1.761, -1.662, -1.089)
H (1.291, 0.201, -0.873)
H (-0.566, -2.008, -0.148)
H (-1.639, -2.082, 3.326)
H (2.489, -0.805, 4.370)
N (-0.622, -0.047, -3.335)
C (-1.603, -0.777, -3.954)
C (-1.852, -0.201, -5.180)
C (-0.987, 0.912, -5.307)
C (-0.237, 0.982, -4.155)
H (-0.241, -0.238, -2.417)
H (-2.039, -1.641, -3.471)
H (-2.578, -0.546, -5.905)
H (-0.919, 1.589, -6.149)
H (0.535, 1.674, -3.848)

---

A molecular structure, C32H42BClGaN6O in a non-equilibrium geometry. Source: the OMol25 dataset; level of theory: ωB97M-V with the def2-TZVPD basis set.

HOMO, eV: -4.16
Frontier orbital gap, Ha: 0.22315
Charge: -1
Largest force on an atom, eV/Å: 1.00

Cartesian coordinates (Å):
C (1.112, 0.550, 1.167)
C (1.297, 2.054, 1.417)
B (0.076, 2.985, 0.992)
O (0.317, 4.370, 1.209)
Ga (-1.799, 2.329, 0.202)
C (-1.999, 2.922, -1.798)
C (-1.109, 2.153, -2.672)
N (-1.207, 0.902, -2.855)
C (-3.282, 3.301, 1.250)
C (-4.716, 2.701, 1.287)
C (-5.001, 1.467, 0.456)
Cl (-4.606, -0.049, 1.341)
H (1.327, 0.336, 0.128)
H (0.110, 0.208, 1.390)
H (1.791, -0.020, 1.789)
H (1.443, 2.198, 2.490)
H (2.215, 2.367, 0.918)
H (0.380, 4.799, 0.340)
H (-1.938, 0.736, 0.157)
H (-3.020, 2.647, -2.055)
H (-1.924, 3.999, -1.931)
H (-0.324, 2.706, -3.184)
H (-1.983, 0.586, -2.270)
H (-3.353, 4.304, 0.841)
H (-2.953, 3.385, 2.277)
H (-4.958, 2.426, 2.307)
H (-5.438, 3.461, 0.999)
H (-4.549, 1.469, -0.525)
H (-6.071, 1.398, 0.308)
N (4.373, -0.879, 1.957)
C (4.285, -1.230, 3.236)
C (5.192, -2.066, 3.870)
C (6.249, -2.569, 3.128)
C (6.356, -2.215, 1.793)
C (5.395, -1.369, 1.260)
H (3.439, -0.816, 3.776)
H (5.071, -2.316, 4.915)
H (6.980, -3.226, 3.584)
H (7.166, -2.584, 1.180)
H (5.440, -1.063, 0.220)
N (9.710, -1.056, 1.600)
C (10.720, -1.773, 1.112)
C (11.706, -2.350, 1.898)
C (11.639, -2.172, 3.270)
C (10.595, -1.429, 3.796)
C (9.660, -0.896, 2.921)
H (10.734, -1.886, 0.033)
H (12.502, -2.924, 1.446)
H (12.389, -2.606, 3.920)
H (10.505, -1.265, 4.861)
H (8.824, -0.312, 3.289)
N (-3.229, 1.804, -8.278)
C (-2.205, 1.152, -8.825)
C (-1.200, 0.541, -8.091)
C (-1.256, 0.613, -6.708)
C (-2.312, 1.288, -6.119)
C (-3.267, 1.861, -6.946)
H (-2.197, 1.120, -9.910)
H (-0.393, 0.022, -8.592)
H (-0.491, 0.151, -6.097)
H (-2.388, 1.364, -5.044)
H (-4.112, 2.396, -6.526)
N (-7.266, -1.349, 4.616)
C (-7.068, -0.358, 3.744)
C (-7.564, 0.927, 3.922)
C (-8.304, 1.198, 5.060)
C (-8.519, 0.179, 5.975)
C (-7.979, -1.068, 5.705)
H (-6.483, -0.599, 2.861)
H (-7.367, 1.694, 3.185)
H (-8.706, 2.189, 5.234)
H (-9.091, 0.347, 6.877)
H (-8.120, -1.893, 6.396)
N (-0.983, -3.107, -4.601)
C (-1.543, -2.116, -3.904)
C (-2.218, -2.310, -2.706)
C (-2.322, -3.596, -2.209)
C (-1.747, -4.637, -2.922)
C (-1.091, -4.339, -4.104)
H (-1.435, -1.125, -4.322)
H (-2.647, -1.473, -2.175)
H (-2.840, -3.784, -1.277)
H (-1.804, -5.658, -2.567)
H (-0.624, -5.123, -4.692)

---

A molecular structure, C41H62ClFGeMoN4O4P3S in a non-equilibrium geometry. Source: the OMol25 dataset; level of theory: ωB97M-V with the def2-TZVPD basis set.

HOMO (alpha / beta), eV: -7.17 / -7.14
Frontier orbital gap (alpha / beta), Ha: 0.28171 / 0.20939
Spin multiplicity: 4
Largest force on an atom, eV/Å: 1.67

Cartesian coordinates (Å):
Mo (0.775, 1.158, -0.947)
C (-2.511, 3.961, 1.860)
C (-1.975, 3.121, 0.701)
C (-2.877, 1.905, 0.496)
P (-0.192, 2.666, 0.855)
C (-0.124, 1.508, 2.396)
N (-0.694, 0.232, 2.228)
Ge (-0.478, -0.681, 0.472)
N (0.665, -2.110, 1.036)
C (2.060, -2.289, 0.742)
P (3.229, -0.869, 0.709)
C (4.110, -0.992, 2.318)
C (5.032, -2.200, 2.440)
C (3.079, -0.945, 3.449)
C (4.490, -1.266, -0.576)
C (5.594, -0.209, -0.548)
C (3.982, -1.462, -2.003)
C (-0.014, -3.300, 1.242)
C (0.572, -4.570, 1.200)
C (-0.190, -5.716, 1.367)
C (-1.555, -5.643, 1.558)
C (-2.155, -4.392, 1.601)
C (-1.397, -3.246, 1.477)
N (-2.018, -1.926, 1.550)
C (-2.197, -1.453, 2.900)
C (-2.940, -2.118, 3.859)
C (-3.096, -1.572, 5.126)
C (-2.479, -0.368, 5.416)
C (-1.692, 0.281, 4.480)
C (-1.524, -0.254, 3.192)
C (-3.186, -1.869, 0.700)
C (-4.493, -1.888, 1.135)
C (-5.528, -1.978, 0.208)
C (-5.218, -2.079, -1.134)
C (-3.908, -2.007, -1.579)
C (-2.857, -1.833, -0.672)
N (-1.529, -1.640, -0.946)
C (-1.091, -1.489, -2.321)
P (-0.914, 0.305, -2.764)
C (-0.231, 0.309, -4.484)
C (0.035, 1.739, -4.947)
C (0.991, -0.598, -4.626)
C (-2.704, 0.776, -2.978)
C (-3.348, 0.119, -4.205)
C (-3.054, 2.262, -3.000)
C (0.691, 4.134, 1.593)
C (2.155, 4.291, 1.172)
C (0.600, 4.282, 3.110)
H (-3.551, 4.216, 1.650)
H (-1.968, 4.894, 2.000)
H (-2.502, 3.400, 2.796)
H (-1.991, 3.721, -0.216)
H (-3.038, 1.365, 1.430)
H (-2.469, 1.212, -0.240)
H (-3.850, 2.240, 0.132)
H (-0.615, 2.123, 3.151)
H (0.955, 1.504, 2.547)
H (2.235, -2.828, -0.199)
H (2.493, -2.914, 1.539)
H (4.715, -0.080, 2.365)
H (4.519, -3.136, 2.213)
H (5.391, -2.274, 3.467)
H (5.902, -2.121, 1.788)
H (2.423, -1.818, 3.439)
H (2.453, -0.059, 3.382)
H (3.594, -0.932, 4.410)
H (4.908, -2.224, -0.224)
H (5.202, 0.766, -0.846)
H (6.371, -0.492, -1.260)
H (6.058, -0.104, 0.434)
H (3.621, -0.521, -2.412)
H (3.169, -2.182, -2.067)
H (4.814, -1.817, -2.611)
H (1.628, -4.684, 1.007)
H (0.300, -6.680, 1.322)
H (-2.150, -6.539, 1.659)
H (-3.227, -4.304, 1.709)
H (-3.391, -3.069, 3.622)
H (-3.680, -2.088, 5.875)
H (-2.581, 0.064, 6.403)
H (-1.166, 1.178, 4.777)
H (-4.716, -1.839, 2.191)
H (-6.555, -1.995, 0.543)
H (-6.010, -2.198, -1.864)
H (-3.720, -2.063, -2.639)
H (-1.751, -2.029, -3.003)
H (-0.098, -1.926, -2.422)
H (-1.022, -0.109, -5.120)
H (0.746, 2.236, -4.291)
H (-0.877, 2.335, -4.950)
H (0.432, 1.727, -5.964)
H (1.725, -0.404, -3.847)
H (1.459, -0.422, -5.596)
H (0.711, -1.652, -4.585)
H (-3.168, 0.339, -2.089)
H (-3.110, 0.682, -5.109)
H (-4.433, 0.127, -4.093)
H (-3.040, -0.914, -4.370)
H (-2.776, 2.722, -3.948)
H (-2.570, 2.818, -2.206)
H (-4.137, 2.359, -2.898)
H (0.130, 4.954, 1.124)
H (2.795, 3.612, 1.735)
H (2.470, 5.307, 1.418)
H (2.332, 4.126, 0.114)
H (1.202, 3.526, 3.615)
H (-0.414, 4.235, 3.500)
H (1.014, 5.254, 3.381)
O (0.388, 3.205, -0.805)
O (-0.549, 3.053, -1.819)
S (2.667, 1.066, 0.689)
F (1.420, -0.724, -1.338)
Cl (5.548, 2.602, -3.723)
C (3.796, 2.370, -3.902)
C (3.078, 2.397, -2.545)
O (3.388, 3.182, -1.668)
O (2.132, 1.524, -2.489)
H (3.630, 1.424, -4.410)
H (3.417, 3.185, -4.518)

---

A single C2H4ClF molecule in a non-equilibrium geometry. Source: the OMol25 dataset; level of theory: ωB97M-V with the def2-TZVPD basis set.

SMILES string: FCCCl
HOMO, eV: -10.86
Frontier orbital gap, Ha: 0.43821
Largest force on an atom, eV/Å: 3.52

Cartesian coordinates (Å):
C (0.478, 0.466, 0.454)
C (-0.428, -0.423, -0.558)
F (1.791, 0.430, -0.021)
Cl (-1.557, -1.420, 0.516)
H (0.430, 0.182, 1.545)
H (0.026, 1.474, 0.304)
H (-0.946, 0.352, -1.065)
H (0.206, -1.059, -1.175)